Molecular formula: C4H7NO
Method: DFT, ωB97M-V/def2-TZVPD

XYZ file:
```
13
Properties=species:S:1:pos:R:3:forces:R:3:nbo_charge:R:1
H -1.711 -1.640 0.093 -0.017 0.305 0.050 0.337
N -1.866 -0.704 0.487 1.055 1.421 -0.186 -0.564
C -0.930 0.109 0.109 -1.015 -1.564 0.022 0.195
C -0.974 1.538 0.600 0.950 0.269 -0.541 0.380
O -0.110 2.341 0.285 -1.172 -0.848 0.489 -0.498
C 0.217 -0.307 -0.775 -0.210 0.166 -0.196 -0.473
C 1.475 -0.541 0.041 0.531 0.090 0.219 -0.602
H -1.835 1.774 1.246 0.048 0.130 0.021 0.140
H -0.055 -1.229 -1.300 -0.090 0.131 0.095 0.207
H 0.389 0.461 -1.536 0.054 -0.044 0.130 0.233
H 1.852 0.396 0.463 -0.067 -0.139 -0.074 0.223
H 2.262 -0.969 -0.587 -0.083 0.059 0.123 0.216
H 1.286 -1.228 0.873 0.017 0.022 -0.151 0.206
```
Forces are in eV/Å.

Its SMILES is [H]/N=C(/C=O)CC. The energy relative to the best compared isomer or geometry (same formula, charge and spin) comes out at 31.1 kcal/mol. Its calculated total energy is -286.5820 a.u. The HOMO energy is -10.11 eV. Its net charge is 0. Its spin multiplicity is 1.

---

Molecular formula: C3H5Br2N2O
Method: DFT, ωB97M-V/def2-TZVPD

XYZ file:
```
13
Properties=species:S:1:pos:R:3:forces:R:3:nbo_charge:R:1
C 0.218 -0.140 -0.262 0.734 1.526 -1.478 0.501
C -0.758 -0.012 0.701 -1.885 0.305 3.330 0.086
C -1.491 0.815 2.893 -5.454 -0.316 5.078 -0.087
N 0.001 -0.517 -1.558 -2.708 -0.303 2.201 -0.691
N -0.675 0.706 1.892 5.270 0.005 -5.902 -0.636
O 1.347 0.501 0.040 0.874 -0.402 0.978 -0.610
Br -1.199 1.990 4.328 0.358 -0.422 -0.789 0.209
Br -2.873 -0.431 3.136 0.385 0.139 -0.178 0.165
H -1.645 -0.549 0.786 -1.405 -1.375 -0.950 0.234
H -0.988 -0.768 -1.884 2.218 0.480 0.794 0.448
H 0.716 -0.470 -2.234 1.001 0.071 -0.697 0.441
H 1.505 0.546 1.046 -0.290 -0.320 -2.083 0.518
H -0.134 1.544 1.848 0.901 0.613 -0.305 0.421
```
Forces are in eV/Å.

Its calculated total energy is -5449.7074 a.u. The HOMO energy (alpha / beta) is -10.58 / -14.26 eV. Its net charge is +1. As for the expectation value of S²: 2.01. Its spin multiplicity is 3.

---

Molecular formula: C25H34N6Tl
Method: DFT, ωB97M-V/def2-TZVPD

XYZ file:
```
66
Properties=species:S:1:pos:R:3:forces:R:3:lowdin_charge:R:1
Tl -0.554 -0.220 0.831 0.937 -0.795 1.103 0.897
C 0.981 3.379 -0.944 -0.152 -0.089 0.229 -0.154
N -0.134 3.438 -0.023 0.294 0.047 -0.560 -0.038
C -1.419 3.728 -0.589 0.054 -0.142 0.025 -0.162
C -2.183 2.559 -1.152 -0.159 0.696 0.017 -0.298
N -1.841 1.324 -1.045 -0.435 -0.472 -0.107 0.109
C -2.868 0.601 -1.653 0.016 -0.050 -0.091 -0.222
C -2.997 -0.774 -1.804 -0.047 -0.069 -0.102 -0.016
C -4.128 -1.239 -2.452 -0.127 0.140 -0.052 -0.089
C -5.106 -0.354 -2.942 0.074 -0.267 0.038 -0.113
C -4.986 1.015 -2.798 0.055 0.163 0.051 -0.045
C -3.847 1.471 -2.143 0.008 0.170 0.032 -0.196
N -3.383 2.738 -1.810 0.082 -0.268 -0.006 0.152
C 1.528 2.027 -1.330 0.185 0.354 -0.136 -0.318
N 1.053 0.848 -1.111 0.078 -0.494 0.155 0.128
C 1.993 -0.045 -1.627 -0.333 -0.155 0.010 -0.231
C 1.958 -1.437 -1.620 -0.087 -0.103 0.018 -0.011
C 3.033 -2.089 -2.193 0.189 0.120 -0.082 -0.088
C 4.110 -1.378 -2.758 -0.116 -0.253 0.056 -0.113
C 4.144 0.002 -2.768 -0.009 0.157 0.003 -0.044
C 3.058 0.652 -2.188 0.043 0.262 0.000 -0.196
N 2.733 1.987 -1.995 0.192 -0.076 -0.116 0.153
H 1.825 3.928 -0.509 0.085 0.005 -0.018 0.110
H 0.728 3.899 -1.871 -0.077 0.087 -0.042 0.118
H -0.108 2.680 0.672 -0.013 0.078 0.471 0.026
H -1.299 4.472 -1.384 -0.011 0.058 -0.013 0.114
H -2.048 4.207 0.168 -0.067 -0.049 0.087 0.121
H -2.236 -1.437 -1.407 0.073 -0.142 0.068 0.068
H -4.269 -2.305 -2.579 0.009 0.034 -0.003 0.097
H -5.979 -0.756 -3.442 0.001 -0.007 0.001 0.091
H -5.747 1.689 -3.171 0.029 -0.004 0.000 0.098
H -3.837 3.614 -1.990 0.018 0.011 0.011 0.150
H 1.124 -1.971 -1.157 0.038 0.018 0.039 0.060
H 3.055 -3.172 -2.197 0.006 0.017 -0.016 0.096
H 4.937 -1.928 -3.193 -0.021 0.007 0.015 0.090
H 4.978 0.544 -3.196 -0.005 0.005 -0.006 0.097
H 3.296 2.783 -2.229 0.012 -0.006 0.036 0.152
C 2.205 1.127 4.203 -0.093 0.043 0.068 -0.103
C 1.954 1.112 2.691 -0.003 -0.310 -0.422 -0.750
C 2.526 -0.203 2.130 0.118 -0.070 0.056 -0.100
C 2.754 2.261 2.058 0.049 0.041 -0.013 -0.095
C 0.451 1.329 2.423 -0.501 0.165 -0.457 -0.240
H 3.279 1.118 4.433 -0.052 0.004 -0.040 0.069
H 1.749 0.250 4.669 0.004 0.031 0.002 0.074
H 1.765 2.022 4.657 0.011 -0.049 -0.034 0.072
H 3.565 -0.350 2.456 -0.001 -0.005 -0.042 0.075
H 2.526 -0.195 1.034 -0.055 -0.006 0.093 0.053
H 1.940 -1.067 2.455 0.023 0.062 0.013 0.061
H 3.832 2.174 2.263 -0.088 -0.017 -0.031 0.072
H 2.396 3.222 2.437 0.001 -0.027 -0.017 0.074
H 2.610 2.252 0.973 0.054 -0.005 0.105 0.047
H -0.092 0.884 3.274 -0.147 -0.023 -0.042 -0.072
C -0.961 -4.720 0.737 0.054 -0.104 -0.036 -0.103
C -1.160 -3.288 1.257 0.003 0.344 0.044 -0.865
C -0.582 -3.228 2.691 0.134 0.074 -0.034 -0.105
C -2.674 -3.039 1.361 -0.117 -0.161 -0.056 -0.109
N -0.501 -2.414 0.309 -0.125 0.887 -0.236 -0.195
H -1.403 -5.455 1.422 0.018 0.018 -0.045 0.065
H 0.107 -4.933 0.637 -0.047 0.021 0.000 0.066
H -1.425 -4.821 -0.246 0.021 -0.007 0.002 0.063
H -1.024 -3.976 3.364 -0.015 0.031 -0.050 0.063
H -0.754 -2.237 3.124 0.027 -0.027 -0.006 0.050
H 0.498 -3.392 2.646 -0.046 0.020 0.018 0.067
H -3.159 -3.768 2.025 -0.047 0.033 -0.039 0.067
H -3.124 -3.105 0.366 -0.002 0.002 0.048 0.060
H -2.864 -2.037 1.749 0.003 0.048 0.037 0.047
```
Forces are in eV/Å.

The energy relative to the best compared isomer or geometry (same formula, charge and spin) comes out at 27.7 kcal/mol. Its calculated total energy is -1473.9371 a.u. The HOMO energy (alpha / beta) is -2.22 / -2.13 eV. Its net charge is -1. Its spin multiplicity is 1.